#P
C2H4N2O | ωB97M-V/def2-TZVPD

Geometry as XYZ:
```
9
Properties=species:S:1:pos:R:3:mulliken_charge:R:1
N 1.62769 1.20921 0.74531 -0.113
C 1.46628 0.95429 -0.38865 -0.197
N -0.88681 -0.02515 -0.69255 -0.400
C -0.94922 -1.22100 -0.05057 0.150
O -1.86653 -1.58973 0.65260 -0.551
H 2.20861 1.56095 1.46902 0.261
H -0.00345 0.28484 -1.11583 0.335
H -1.53226 0.68359 -0.37052 0.237
H -0.06430 -1.85700 -0.24881 0.278
```

Results
Highest occupied orbital energy, eV: -9.7
Orbital gap, eV: 10.66
Multiplicity: 1

=====

#Q
C2H4N2O | ωB97M-V/def2-TZVPD

Geometry as XYZ:
```
9
Properties=species:S:1:pos:R:3:mulliken_charge:R:1
N -0.09043 0.67857 1.28364 -0.210
C -0.95078 0.36736 0.27137 -0.059
N -0.61874 -0.45280 -0.63168 -0.450
C 0.75979 -0.78947 -0.45190 -0.081
O 1.28986 -0.04909 0.65815 -0.306
H -0.24983 1.67781 1.56648 0.278
H -1.91557 0.85807 0.19826 0.353
H 0.71599 -1.86006 -0.22220 0.232
H 1.28873 -0.65311 -1.41975 0.243
```

Results
SMILES string: C1=NCON1
Highest occupied orbital energy, eV: -9.2
Orbital gap, eV: 9.36
Multiplicity: 1

=====

The winner here is #P, beating the second structure by 1.944 eV.